Record 1
Here is a cluster of 4 separate species, C14H38N6O6 in total at a distorted geometry from the OMol25 dataset. Energies are from the ωB97M-V functional and the def2-TZVPD basis.

Structure (XYZ):
```
64
C14H38N6O6 | the OMol25 dataset | the ωB97M-V functional and the def2-TZVPD basis
C -2.343 20.959 14.144
O -2.001 19.777 14.838
C -0.717 19.786 15.403
C -0.713 18.898 16.608
N -1.028 17.511 16.263
C -1.731 16.781 17.283
C -1.980 15.355 16.807
O -2.559 14.541 17.834
C -3.910 14.954 18.160
H -1.448 21.332 13.627
H -2.726 21.698 14.853
H -3.058 20.783 13.343
H -0.471 20.800 15.749
H 0.059 19.517 14.678
H -1.352 19.195 17.450
H 0.281 18.917 17.083
H -1.364 17.409 15.319
H -2.658 17.287 17.599
H -1.099 16.725 18.177
H -1.001 14.930 16.598
H -2.701 15.362 15.983
H -3.845 15.499 19.102
H -4.523 14.061 18.176
H -4.248 15.667 17.407
C -5.673 7.990 15.087
O -5.626 7.275 16.292
C -4.590 6.332 16.334
C -4.318 5.986 17.793
N -5.496 5.673 18.604
C -6.336 4.597 18.184
C -5.691 3.240 18.473
O -6.597 2.192 18.212
C -6.041 0.921 18.049
H -6.479 8.710 15.198
H -5.789 7.327 14.223
H -4.742 8.547 14.923
H -3.648 6.784 15.992
H -4.790 5.427 15.746
H -3.874 6.833 18.317
H -3.626 5.144 17.876
H -5.897 6.505 18.991
H -6.477 4.615 17.092
H -7.297 4.604 18.697
H -5.435 3.188 19.541
H -4.751 3.183 17.910
H -6.002 0.582 17.008
H -6.753 0.232 18.525
H -5.079 0.681 18.511
N 2.903 10.033 20.534
C 2.454 10.392 19.269
N 1.341 9.656 18.919
O 3.034 11.154 18.538
H 3.842 10.251 20.805
H 2.461 9.210 20.908
H 1.104 9.733 17.948
H 0.924 8.958 19.502
N -3.800 11.539 17.776
C -2.780 10.803 17.211
N -1.608 11.514 17.294
O -2.908 9.671 16.788
H -4.652 11.020 17.890
H -3.526 12.345 18.301
H -0.845 11.188 16.729
H -1.681 12.478 17.574
```

## Properties
Multiplicity: 1
Total energy in a.u.: -1336.14085
Net charge: 0
Strongest force on any atom in eV Å⁻¹: 1.97
E_LUMO in hartree: 0.024
Energy relative to the best compared isomer or geometry (same formula, charge and spin) in kJ/mol: 0.0



Record 2
Here is a cluster of 8 separate species, C14H38O14 in total at a distorted geometry from the OMol25 dataset. Energies are from the ωB97M-V functional and the def2-TZVPD basis.

Structure (XYZ):
```
66
C14H38O14 | the OMol25 dataset | the ωB97M-V functional and the def2-TZVPD basis
C -5.244 -3.947 -1.708
O -4.417 -4.338 -0.578
C -3.457 -3.587 -0.194
O -2.999 -2.644 -0.723
O -3.033 -4.057 1.009
C -3.428 -5.320 1.409
H -5.506 -2.882 -1.708
H -6.166 -4.452 -1.577
H -4.677 -4.268 -2.627
H -3.402 -5.938 0.578
H -4.487 -5.372 1.760
H -2.818 -5.721 2.257
C 1.866 0.856 -1.814
O 3.221 1.010 -1.344
C 3.386 1.587 -0.176
O 2.586 2.342 0.362
O 4.579 1.133 0.279
C 4.812 1.529 1.625
H 1.373 0.278 -1.049
H 1.938 0.350 -2.764
H 1.325 1.809 -1.958
H 4.317 2.524 1.731
H 5.884 1.606 1.861
H 4.363 0.892 2.327
C 2.706 -4.831 -3.446
O 1.815 -4.961 -2.370
C 1.577 -3.819 -1.722
O 2.022 -2.766 -1.997
O 0.699 -4.057 -0.712
C 0.122 -2.922 -0.100
H 2.540 -5.747 -4.101
H 3.701 -4.698 -3.112
H 2.477 -3.962 -4.112
H -0.408 -3.250 0.820
H -0.529 -2.367 -0.795
H 0.854 -2.244 0.219
C -2.096 3.694 2.737
O -1.260 3.540 1.561
H -1.638 3.110 3.525
H -2.271 4.705 3.089
H -3.074 3.304 2.466
H -0.372 3.860 1.885
C 0.143 0.080 2.641
O 0.425 -0.239 1.297
H 1.115 0.091 3.167
H -0.393 1.003 2.783
H -0.433 -0.741 3.030
H -0.228 0.175 0.753
C -0.158 4.289 -3.384
O 0.846 3.373 -3.860
H 0.347 5.255 -3.208
H -0.953 4.474 -4.099
H -0.543 3.872 -2.513
H 1.691 3.767 -3.537
C -2.487 0.741 -0.089
O -1.202 1.309 -0.122
H -3.249 1.535 -0.123
H -2.668 0.023 -0.938
H -2.630 0.072 0.737
H -1.191 2.064 0.489
C 2.512 5.067 2.937
O 1.628 4.250 2.237
H 2.021 5.802 3.528
H 3.156 4.442 3.592
H 3.183 5.584 2.237
H 2.186 3.733 1.632
```

## Properties
Multiplicity: 1
Total energy in a.u.: -1609.47545
Net charge: 0
Strongest force on any atom in eV Å⁻¹: 3.76
E_LUMO in hartree: 0.025